No. 1
A structure of composition C18H22F6N2OSbY, computed with ωB97M-V/def2-TZVPD.

Each line ends with the natural charge from an NBO analysis.
Atoms and positions in Å:
1 Y -0.25512 0.16725 -0.81746  2.23
2 C 0.90587 -1.88069 3.26705  -0.41
3 N 2.10176 -1.19118 2.79440  -0.58
4 C 2.06614 -0.37048 1.73932  0.82
5 N 3.19271 0.25998 1.34720  -0.80
6 O 1.00144 -0.21573 1.10012  -0.80
7 H 1.21428 -2.68692 3.92672  0.22
8 H 0.36314 -2.29745 2.42236  0.22
9 H 0.24263 -1.20635 3.80647  0.22
10 H 2.93716 -1.23464 3.35331  0.41
11 H 4.02134 0.26188 1.91628  0.41
12 H 3.08700 1.00187 0.67129  0.43
13 F -1.91356 -0.31444 0.84272  -0.70
14 Sb -3.50734 0.44625 0.01022  3.20
15 F -2.53788 -0.16425 -1.59706  -0.71
16 F -4.82424 1.13076 -1.07040  -0.63
17 F -4.22695 -1.24226 0.17397  -0.65
18 F -4.08534 1.14599 1.60695  -0.64
19 F -2.26256 1.83663 -0.22969  -0.67
20 C -0.85054 5.32267 -1.27199  -0.58
21 C 0.33114 4.74422 -0.47479  -0.17
22 C -0.00811 4.76991 1.02443  -0.58
23 C 1.60253 5.55361 -0.74576  -0.58
24 C 0.52867 3.34443 -0.88330  0.10
25 C 0.63763 2.16087 -1.18388  -0.81
26 H -1.03824 6.34996 -0.95398  0.22
27 H -1.75507 4.73643 -1.10382  0.22
28 H -0.63327 5.32692 -2.34048  0.22
29 H -0.19094 5.79769 1.34242  0.22
30 H 0.81688 4.36725 1.61436  0.21
31 H -0.90350 4.18005 1.22617  0.22
32 H 1.44216 6.58977 -0.44342  0.22
33 H 1.85464 5.54145 -1.80625  0.22
34 H 2.44937 5.15828 -0.18329  0.21
35 C 3.58702 -4.27918 -0.64307  -0.19
36 C 3.56083 -3.03674 -1.29386  -0.16
37 C 2.37521 -2.35380 -1.44085  -0.20
38 C 1.17319 -2.90606 -0.97094  -0.03
39 C -0.08306 -2.24970 -1.05266  -0.22
40 C -1.27879 -2.87705 -0.76775  -0.19
41 C -1.24176 -4.10611 -0.08575  -0.22
42 C -0.03396 -4.73663 0.11300  -0.06
43 C 1.19407 -4.17005 -0.32837  -0.12
44 C 2.42508 -4.83091 -0.15816  -0.13
45 H 4.52649 -4.80173 -0.52502  0.24
46 H 4.47821 -2.61427 -1.68088  0.24
47 H 2.36509 -1.39964 -1.95726  0.21
48 H -2.24252 -2.45314 -1.02003  0.26
49 H -2.17017 -4.55642 0.23850  0.25
50 H -0.01009 -5.72066 0.56747  0.23
51 H 2.44027 -5.78043 0.36416  0.23

Properties
**ΔE to the lowest compared entry with this formula, charge and spin**: 31.2 kcal/mol
**HOMO (alpha / beta)**: -12.03 / -11.94 eV
**⟨S²⟩**: 0.765
**Spin multiplicity**: 2
**Total charge**: +1


No. 2
The molecule C14H13FN8O, computed with ωB97M-V/def2-TZVPD.

Each line ends with the natural charge from an NBO analysis.
Atoms and positions in Å:
1 C -3.42629 1.38018 -1.08408  -0.64
2 C -2.04064 1.77537 -0.68968  0.21
3 N -1.46987 2.71797 -1.33492  -0.21
4 N -0.34772 3.29932 -1.09864  -0.17
5 C 0.83613 2.85702 -1.22464  0.05
6 C 1.18968 1.45827 -1.47474  -0.07
7 C 0.46854 0.64228 -2.34627  -0.23
8 C 0.71515 -0.71776 -2.40133  -0.19
9 C 1.66439 -1.29690 -1.57549  -0.32
10 C 2.38495 -0.47266 -0.72874  0.46
11 F 3.30370 -1.02376 0.09803  -0.34
12 C 2.18275 0.89020 -0.67587  -0.30
13 C -1.33407 1.03429 0.35156  -0.01
14 N -0.40043 1.61673 1.14544  -0.19
15 N 0.21784 0.72719 1.80677  -0.09
16 N -0.27456 -0.48181 1.47441  -0.19
17 C 0.31510 -1.61383 1.98568  0.23
18 N -0.05240 -2.84546 1.76578  -0.11
19 O 0.82156 -3.62755 2.40748  -0.12
20 N 1.76857 -2.90319 3.04816  -0.16
21 C 1.50081 -1.63975 2.82214  0.30
22 N 2.15257 -0.57963 3.31402  -0.81
23 C -1.27427 -0.34082 0.55713  0.20
24 C -2.01887 -1.47164 -0.03565  -0.68
25 H -4.06419 1.30351 -0.20555  0.22
26 H -3.42338 0.41550 -1.58869  0.22
27 H -3.83156 2.12643 -1.76085  0.24
28 H 1.62767 3.55811 -1.00061  0.20
29 H -0.28254 1.08287 -2.98481  0.23
30 H 0.15545 -1.33906 -3.08428  0.22
31 H 1.84998 -2.35894 -1.58057  0.24
32 H 2.75252 1.49797 0.00950  0.23
33 H 3.06006 -0.72752 3.71733  0.41
34 H 1.89763 0.32139 2.93447  0.43
35 H -3.07375 -1.40952 0.22848  0.24
36 H -1.61691 -2.41240 0.33019  0.27
37 H -1.93360 -1.44235 -1.12116  0.24

Properties
**HOMO**: -8.70 eV
**SMILES**: C/C(=N/N=C\c1cccc(F)c1)c1nnn(-c2nonc2N)c1C
**Total charge**: 0


No. 3
A cluster of 2 separate species, C4H11OS in total, computed with ωB97M-V/def2-TZVPD.

Each line ends with the natural charge from an NBO analysis.
Atoms and positions in Å:
1 C 3.50507 1.06639 -0.50697  -0.61
2 C 2.52099 -0.09572 -0.73271  -0.62
3 S 0.78174 0.22221 -0.73237  0.13
4 H 2.99876 1.90748 -0.03710  0.22
5 H 3.95620 1.33985 -1.45621  0.21
6 H 4.34064 0.78596 0.13405  0.22
7 H 2.79424 -0.63860 -1.63755  0.22
8 H 2.75471 -0.86432 0.01803  0.26
9 H -0.65008 0.12461 0.81184  0.50
10 C -2.54364 -1.01781 1.02885  -0.04
11 O -1.40176 -0.25910 1.27468  -0.80
12 C -3.72107 -0.17594 0.60622  -0.64
13 H -2.79360 -1.54241 1.94985  0.17
14 H -2.28453 -1.77869 0.28291  0.16
15 H -4.56594 -0.73868 0.20138  0.21
16 H -3.51774 0.47980 -0.24783  0.21
17 H -4.00871 0.47363 1.41892  0.21

Properties
**ΔE to the lowest compared entry with this formula, charge and spin**: 18.0 kcal/mol
**HOMO (alpha / beta)**: -9.63 / -9.25 eV
**⟨S²⟩**: 0.753
**Spin multiplicity**: 2
**Total charge**: 0


No. 4
A cluster of 3 separate species, C26H57BF3NO14P2S in total, computed with ωB97M-V/def2-TZVPD.

Each line ends with the Mulliken charge.
Atoms and positions in Å:
1 C -3.15615 2.40214 -3.54960  -0.93
2 C -2.94613 0.83873 -4.07816  -0.12
3 C -1.39628 0.39332 -3.76758  -0.69
4 C -1.32302 -0.24536 -2.23067  -0.10
5 C 0.19181 0.16131 -1.66989  -0.53
6 C 0.10366 0.83124 -0.15312  -0.30
7 C 1.46029 0.45263 0.68656  -1.22
8 C 1.25079 -0.64928 1.88400  1.06
9 B 0.46402 -1.94960 1.25852  0.41
10 N 1.30871 -3.18047 0.92279  -0.57
11 O -0.98661 -2.01995 0.94926  -0.29
12 O 2.64976 -1.15527 2.07844  -0.59
13 S 3.49379 -0.04736 3.08604  1.13
14 O 4.25831 -1.00656 4.04713  -0.61
15 O 4.30127 0.97078 2.24506  -0.44
16 O 2.07217 0.73519 3.71181  -0.44
17 C 0.88101 -0.12715 3.41105  0.50
18 C -0.34024 0.95378 3.59794  -0.27
19 C 0.00873 2.48469 3.12654  -0.46
20 O -1.24822 3.27582 3.34305  -0.56
21 C 0.93800 -1.18480 4.66179  -0.97
22 C -0.40475 -2.09926 4.86870  -0.46
23 C -1.61067 -1.38998 5.72292  0.75
24 F -1.14574 -0.45641 6.78587  -0.26
25 F -2.31577 -2.51009 6.45145  -0.29
26 F -2.67922 -0.78904 4.84017  -0.24
27 H -2.12003 2.98323 -3.43555  0.29
28 H -3.77554 3.00693 -4.36754  0.27
29 H -3.65716 2.43963 -2.48081  0.20
30 H -3.65985 0.09570 -3.48184  0.02
31 H -3.15631 0.71916 -5.24190  0.35
32 H -0.73425 1.36236 -3.89078  0.28
33 H -1.04295 -0.37301 -4.58169  0.28
34 H -2.18286 0.18042 -1.52460  -0.02
35 H -1.39041 -1.43013 -2.28914  0.22
36 H 0.75329 0.92497 -2.35628  0.38
37 H 0.88981 -0.80201 -1.58232  0.17
38 H -0.90383 0.61436 0.40118  0.14
39 H 0.12792 2.00983 -0.33401  0.28
40 H 1.91065 1.43664 1.15910  0.41
41 H 2.28533 0.05937 -0.07398  0.38
42 H 1.07955 -3.47768 -0.05265  0.21
43 H 1.06933 -3.93736 1.61531  0.18
44 H -1.54116 -1.60661 1.68583  0.20
45 H -1.26976 0.56401 2.97293  -0.08
46 H -0.57554 1.01516 4.76659  0.42
47 H 0.27154 2.61153 1.99357  0.05
48 H 0.82816 3.02803 3.76882  0.29
49 H -1.21483 3.57468 4.31781  0.35
50 H 1.85727 -1.93108 4.54969  0.38
51 H 1.15575 -0.57780 5.66431  0.40
52 H -0.06398 -3.04936 5.50660  0.33
53 H -0.87751 -2.52781 3.88831  0.17
54 C -9.58144 1.10311 -2.07072  -1.04
55 C -8.12870 1.20735 -1.65337  -0.27
56 O -7.72446 0.05171 -0.94492  -0.31
57 P -7.44076 -1.33181 -1.81233  0.90
58 O -6.06293 -0.86878 -2.34565  -0.60
59 O -6.75051 -2.18594 -0.55843  -0.28
60 C -5.49346 -2.82929 -0.70607  -0.73
61 C -4.42655 -2.01251 -0.00147  -0.77
62 O -8.98028 -1.84918 -1.21641  -0.34
63 C -9.16679 -2.96822 -0.36706  -0.07
64 C -9.18208 -2.52369 1.08634  -1.10
65 H -9.71677 0.30480 -2.80715  0.28
66 H -9.92597 2.04194 -2.51381  0.41
67 H -10.21618 0.86068 -1.21213  0.23
68 H -7.48040 1.36854 -2.52017  0.24
69 H -8.00232 2.06139 -0.98079  0.31
70 H -5.24759 -3.00493 -1.75825  0.38
71 H -5.56844 -3.81199 -0.23057  0.40
72 H -4.37663 -0.99467 -0.39421  0.17
73 H -3.44133 -2.47637 -0.10999  0.35
74 H -4.65738 -1.92274 1.06611  0.27
75 H -8.43207 -3.75504 -0.56123  0.21
76 H -10.14614 -3.39343 -0.61058  0.35
77 H -8.24139 -2.04695 1.37924  0.26
78 H -9.35897 -3.37287 1.75153  0.38
79 H -9.96715 -1.77793 1.25007  0.30
80 C 8.05820 -0.06592 -4.67179  -1.01
81 C 7.99980 -0.80008 -3.34774  -0.29
82 O 8.23824 0.08513 -2.27053  -0.32
83 P 7.01722 1.11361 -1.82518  1.13
84 O 6.19955 0.02842 -1.08287  -0.75
85 O 7.73653 1.63948 -0.41654  -0.33
86 C 7.04210 1.61560 0.82163  -0.36
87 C 7.54340 0.45115 1.65509  -1.19
88 O 7.93084 2.32614 -2.65461  -0.32
89 C 8.49660 3.46254 -2.02456  -0.08
90 C 9.94009 3.18185 -1.64018  -1.10
91 H 7.23353 0.64885 -4.75530  0.27
92 H 7.99092 -0.76803 -5.50783  0.41
93 H 8.98896 0.50401 -4.75960  0.22
94 H 7.03745 -1.30510 -3.21943  0.25
95 H 8.78240 -1.56456 -3.31920  0.31
96 H 5.95729 1.58101 0.67889  0.31
97 H 7.26291 2.55292 1.34134  0.38
98 H 7.41493 -0.49965 1.13334  0.26
99 H 7.01552 0.39728 2.61220  0.37
100 H 8.61663 0.55576 1.85075  0.35
101 H 7.89221 3.80375 -1.17905  0.22
102 H 8.48443 4.27381 -2.76004  0.34
103 H 10.02237 2.34651 -0.93775  0.26
104 H 10.39967 4.06206 -1.18312  0.38
105 H 10.52278 2.89802 -2.52291  0.30

Properties
**HOMO**: -9.57 eV
**SMILES**: CCCCCCC[C@@]1(B(N)O)OS(=O)(=O)O[C@]1(CCO)CCC(F)(F)F.CCOP(=O)(OCC)OCC.CCOP(=O)(OCC)OCC
**Total charge**: 0


No. 5
A structure of composition C50H53AsF6N4O2P2SSeTi, computed with ωB97M-V/def2-TZVPD.

Each line ends with the Mulliken spin population.
Atoms and positions in Å:
1 Ti 0.88256 0.11621 -0.63956  0.99
2 O -0.76051 -0.94547 -0.04971  -0.18
3 N -1.16468 -2.13812 -0.55387  0.29
4 C -2.17195 -2.84119 0.07758  0.38
5 C -2.74571 -3.93891 -0.51150  -0.27
6 C -2.27082 -4.39629 -1.73924  0.40
7 C -1.12070 -3.76641 -2.27827  0.08
8 C -0.55309 -2.66418 -1.66357  0.04
9 S 0.92425 -1.92801 -2.13054  0.02
10 H -2.45230 -2.47092 1.04186  0.05
11 H -3.56441 -4.42808 0.00205  -0.01
12 H -2.72412 -5.24821 -2.22992  0.06
13 H -0.63180 -4.13151 -3.17040  0.01
14 O -1.10834 0.98871 -1.90431  0.01
15 H -1.77214 1.03258 -1.19493  0.00
16 H -1.00397 1.88570 -2.24086  0.00
17 F -0.08557 1.52457 0.60217  0.02
18 As 0.74788 3.03202 0.27708  0.00
19 F 2.27177 2.35528 0.65400  0.00
20 F 0.56482 3.51291 1.95256  0.00
21 F 1.49468 4.59034 -0.04155  0.00
22 F -0.83585 3.74429 -0.06761  0.00
23 F 0.86432 2.70190 -1.43806  0.00
24 C 1.71170 -3.80282 1.26215  0.05
25 N 2.73357 -3.15200 2.04917  0.01
26 C 2.69048 -1.83954 2.42971  0.00
27 Se 1.45228 -0.58206 1.92114  0.03
28 N 3.86442 -1.59724 3.08772  0.01
29 C 4.63268 -2.73388 3.14876  0.00
30 C 5.86077 -3.00065 3.72704  0.00
31 C 6.34430 -4.30504 3.61221  0.00
32 C 5.63069 -5.28583 2.94321  0.00
33 C 4.39263 -5.01850 2.35685  0.00
34 C 3.90698 -3.72736 2.47658  0.00
35 H 0.96600 -3.05833 0.98332  -0.04
36 H 1.23033 -4.59662 1.83849  0.01
37 H 2.14411 -4.22668 0.35504  0.00
38 H 4.08028 -0.68956 3.46030  0.00
39 H 6.41848 -2.22996 4.24079  0.00
40 H 7.29969 -4.54533 4.06082  0.00
41 H 6.03828 -6.28585 2.87017  0.00
42 H 3.84263 -5.78246 1.82665  0.00
43 C 5.03926 0.26917 0.36676  0.00
44 C 5.13871 -0.69910 -0.81556  0.00
45 C 4.33359 -1.97838 -0.56412  -0.01
46 C 4.71045 -0.05164 -2.12013  0.00
47 C 5.67647 0.07950 -3.10446  0.01
48 C 5.38524 0.56201 -4.37144  -0.01
49 C 4.06190 0.84989 -4.66711  0.01
50 C 3.05613 0.74528 -3.72359  -0.01
51 C 1.62537 0.98373 -4.15996  0.00
52 C 1.39182 2.42432 -4.62205  0.00
53 C 1.22489 -0.00434 -5.26131  0.00
54 C 3.35132 0.35550 -2.36691  0.01
55 N 2.39983 0.39435 -1.41562  -0.06
56 H 5.41480 -0.20593 1.27988  0.00
57 H 4.00275 0.56775 0.51316  0.01
58 H 5.63028 1.16590 0.16625  0.00
59 H 6.19205 -0.99235 -0.92347  0.00
60 H 3.28897 -1.73047 -0.38126  0.02
61 H 4.74457 -2.52149 0.29362  0.00
62 H 4.37249 -2.62221 -1.44472  0.00
63 H 6.69663 -0.20982 -2.86255  0.00
64 H 6.16318 0.67745 -5.11805  0.00
65 H 3.81222 1.17087 -5.67501  0.00
66 H 0.99077 0.78437 -3.29880  0.00
67 H 2.01289 2.65915 -5.49145  0.00
68 H 1.64429 3.12684 -3.82735  0.00
69 H 0.34441 2.57018 -4.90466  0.00
70 H 1.78824 0.18276 -6.18087  0.00
71 H 0.15804 0.08415 -5.48361  0.00
72 H 1.42984 -1.02029 -4.92854  0.00
73 C -3.99495 2.11624 1.59747  0.01
74 P -2.90067 0.71822 0.94474  0.01
75 C -4.25775 -0.48546 0.64490  -0.05
76 C -4.53010 -0.75469 -0.69595  -0.03
77 C -5.58770 -1.56920 -1.06409  0.07
78 C -6.37809 -2.15302 -0.07942  -0.01
79 C -6.10857 -1.90857 1.25722  0.03
80 C -5.06688 -1.06482 1.62373  -0.01
81 C -2.22408 0.30953 2.60976  -0.01
82 C -2.30674 -0.91607 3.26478  0.00
83 C -1.70692 -1.10488 4.50137  0.01
84 C -1.00587 -0.07546 5.10681  0.00
85 C -0.90932 1.14986 4.46490  0.00
86 C -1.51028 1.33767 3.23296  0.01
87 P -5.14916 2.73413 0.24842  0.00
88 C -4.54521 4.46113 0.15886  0.00
89 C -4.38144 5.27485 1.28414  0.00
90 C -3.80889 6.52806 1.16547  0.00
91 C -3.37789 6.99053 -0.07182  0.00
92 C -3.53439 6.19099 -1.19384  0.00
93 C -4.11289 4.93689 -1.07637  0.00
94 C -6.67170 2.92218 1.26126  0.00
95 C -7.25596 1.73961 1.73075  0.00
96 C -8.45440 1.75573 2.41859  0.00
97 C -9.12272 2.95550 2.63278  0.00
98 C -8.58700 4.12634 2.11416  0.00
99 C -7.38686 4.11002 1.42019  0.00
100 H -3.32309 2.93816 1.84311  0.00
101 H -4.54873 1.82103 2.49056  0.00
102 H -3.89668 -0.31976 -1.46088  0.00
103 H -5.79038 -1.75676 -2.11035  0.02
104 H -7.21686 -2.77994 -0.35742  0.00
105 H -6.73237 -2.35680 2.02314  0.00
106 H -4.89952 -0.84655 2.67133  0.00
107 H -2.84231 -1.74460 2.82889  0.04
108 H -1.79235 -2.06794 4.99099  0.00
109 H -0.52405 -0.23108 6.06472  0.00
110 H -0.35803 1.96384 4.91857  0.00
111 H -1.41356 2.29865 2.74314  0.00
112 H -4.70412 4.91502 2.25402  0.00
113 H -3.68072 7.14716 2.04569  0.00
114 H -2.91439 7.96507 -0.15710  0.00
115 H -3.18741 6.54291 -2.15715  0.00
116 H -4.22457 4.30335 -1.94844  0.00
117 H -6.74319 0.80258 1.56584  0.00
118 H -8.87245 0.82788 2.79160  0.00
119 H -10.05333 2.97749 3.18620  0.00
120 H -9.11160 5.06390 2.25943  0.00
121 H -6.98585 5.03247 1.01965  0.00

Properties
**HOMO (alpha / beta)**: 1.07 / -1.15 eV
**⟨S²⟩**: 2.020
**Spin multiplicity**: 3
**Total charge**: -2


No. 6
A structure of composition C2F3LuNO6S2, computed with ωB97M-V/def2-TZVPD.

Each line ends with the natural charge from an NBO analysis.
Atoms and positions in Å:
1 N -0.37000 0.96971 0.87432  -1.16
2 S -1.35001 -0.35008 0.53266  1.67
3 O -1.55358 -0.43064 -0.99803  -1.13
4 S 0.87583 1.32344 -0.00481  2.19
5 O 1.26861 0.29688 -1.02264  -1.12
6 O 1.98331 1.86781 0.78144  -0.88
7 C 0.36732 2.76489 -1.07144  0.74
8 F -0.64006 2.43157 -1.86086  -0.31
9 F -0.00382 3.77683 -0.29938  -0.30
10 F 1.39330 3.14456 -1.81872  -0.30
11 O -1.26359 -3.97661 2.80938  -0.49
12 C -0.50263 -4.02219 1.91940  1.04
13 O 0.02295 -4.46605 0.95884  -0.55
14 O -0.44577 -1.60320 0.77253  -1.14
15 Lu 0.21813 -1.72693 -1.57270  1.73

Properties
**ΔE to the lowest compared entry with this formula, charge and spin**: 8.5 kcal/mol
**HOMO (alpha / beta)**: -7.65 / -10.42 eV
**⟨S²⟩**: 0.751
**Spin multiplicity**: 2
**Total charge**: 0


Let's list max |F| in order: 2.36 2.39 3.02 9.56 3.78 3.57 eV/A.